Molecular formula: C4H4N2
Method: DFT, ωB97M-V/def2-TZVPD

Results
F_max: 1.98 eV/Å
SMILES string: C#C.C#C.N#N
Electronic energy: -264.20268 a.u.

```
! RIJCOSX wB97M-V def2-TZVPD def2/J DEFGRID3
* xyz 0 1
C 1.7651 1.3296 0.2217
C 2.1505 0.2941 -0.2543
H 1.4222 2.2470 0.6478
H 2.4919 -0.6317 -0.6644
C -2.3489 0.0258 0.2449
C -1.6151 0.8302 -0.2665
H -2.9945 -0.6941 0.6990
H -0.9525 1.5312 -0.7255
N 0.5113 -2.4255 -0.2347
N -0.4301 -2.5067 0.3320
*
```

***

Molecular formula: FNO4S
Method: DFT, ωB97M-V/def2-TZVPD

Results
F_max: 4.02 eV/Å
Electronic energy: -853.61297 a.u.

```
! RIJCOSX wB97M-V def2-TZVPD def2/J DEFGRID3
* xyz 0 1
N -2.7515 -0.3047 0.4216
O 1.4796 1.3525 -0.4660
O -2.8243 -0.0436 -0.6558
O -0.3709 0.0554 0.2178
O 1.4707 -1.0057 -0.8506
F 1.8842 -0.1513 1.3686
S 1.1121 0.0974 -0.0357
*
```

***

Molecular formula: C5H13N3
Method: DFT, ωB97M-V/def2-TZVPD

Results
F_max: 0.75 eV/Å
SMILES string: [H]/N=C(\N)NCCCC
Electronic energy: -362.58228 a.u.

```
! RIJCOSX wB97M-V def2-TZVPD def2/J DEFGRID3
* xyz 0 1
H 3.7031 1.5160 1.1113
N 3.0353 0.8090 0.8018
C 1.8460 1.2408 0.9393
N 1.4403 2.5194 1.2278
N 0.7466 0.3925 0.7498
C -0.0145 0.5242 -0.4965
C -1.4501 0.0257 -0.3168
C -1.6085 -1.4692 -0.1007
C -1.1167 -2.2892 -1.2952
H 0.5378 2.5917 1.6650
H 2.0854 3.2753 1.3644
H 0.9218 -0.5731 0.9874
H 0.4786 -0.0289 -1.3066
H -0.0376 1.5788 -0.7679
H -1.8268 0.5736 0.5514
H -2.0389 0.3541 -1.1705
H -2.6608 -1.7108 0.0794
H -1.0751 -1.8113 0.7938
H -0.0470 -2.1471 -1.4518
H -1.2799 -3.3607 -1.1499
H -1.6390 -2.0110 -2.2159
*
```

***

Molecular formula: C31H57N4O2P2Pt
Method: DFT, ωB97M-V/def2-TZVPD

Results
F_max: 8.58 eV/Å
Electronic energy: -2385.83087 a.u.
Expectation value of S²: 6.04

```
! RIJCOSX wB97M-V def2-TZVPD def2/J DEFGRID3
* xyz 3 5
C -2.0175 2.6323 0.8197
C -2.6205 2.0013 -1.3951
C -2.9113 3.6961 0.8074
C -3.3222 3.2444 -1.5075
C -3.5046 4.0392 -0.3831
H -3.0997 4.2598 1.7246
H -3.7382 3.4872 -2.4788
H -4.1350 4.9370 -0.4597
N -1.8959 1.8182 -0.2326
P 0.3920 1.4031 1.7287
P -1.8045 -0.5897 -1.9522
C -1.1756 2.3298 2.0506
H -0.9467 3.2424 2.6167
H -1.7329 1.6751 2.7400
C -2.7557 0.9347 -2.3430
H -3.2284 1.1559 -3.3013
C -0.4874 -1.4536 -3.2018
C -3.4475 -1.5796 -1.8212
C 1.6186 2.8448 1.3592
C 1.0501 0.6869 3.3891
C 0.9804 -1.4221 -2.7307
H 1.1048 -1.7811 -1.7032
H 1.5638 -2.0705 -3.4067
H 1.4235 -0.4243 -2.8002
C -0.8121 -2.9271 -3.4653
H -0.6874 -3.5153 -2.5477
H -1.8114 -3.0934 -3.8823
H -0.0821 -3.3102 -4.1992
C -0.5529 -0.6404 -4.4804
H 0.1277 -1.0524 -5.2422
H -1.5512 -0.5709 -4.9284
H -0.1952 0.3634 -4.2436
C -3.3021 -3.0313 -1.3449
H -2.8084 -3.0885 -0.3675
H -4.3142 -3.4676 -1.2443
H -2.7414 -3.6635 -2.0427
C -4.3952 -0.8881 -0.8246
H -3.9644 -0.8523 0.1841
H -4.6424 0.1362 -1.1271
H -5.3260 -1.4746 -0.7485
C -4.0364 -1.5474 -3.2438
H -4.2866 -0.5221 -3.5431
H -3.3391 -1.9619 -3.9868
H -4.9580 -2.1518 -3.2786
C 2.5529 0.3705 3.2723
H 2.8901 -0.0923 4.2145
H 2.7227 -0.3520 2.4612
H 3.1726 1.2589 3.1173
C 0.3594 -0.6402 3.7153
H -0.7269 -0.5305 3.8193
H 0.5880 -1.4030 2.9653
H 0.7505 -1.0006 4.6819
C 0.7953 1.6130 4.5880
H -0.2715 1.8307 4.7166
H 1.1472 1.0880 5.4891
H 1.3395 2.5578 4.5530
C 0.9119 3.8620 0.4547
H 0.1529 4.4344 1.0054
H 1.6533 4.5814 0.0776
H 0.4322 3.3934 -0.4066
C 2.8642 2.2617 0.6729
H 2.6323 1.9087 -0.3328
H 3.6180 3.0612 0.6067
H 3.2933 1.4305 1.2420
C 2.0906 3.6520 2.5806
H 1.2602 4.1097 3.1345
H 2.7314 3.0883 3.2652
H 2.7103 4.4775 2.1955
Pt -0.6741 0.1275 -0.0359
C -0.9456 -1.4605 0.8488
O -1.2324 -2.4475 1.4084
N 0.9009 1.4969 -1.7680
C 1.4625 2.2323 -2.5049
C 1.2455 3.0791 -3.7037
C -0.1870 2.8440 -4.2650
C 1.1801 4.5165 -3.2014
C 2.2863 2.7305 -4.7898
H -0.3174 1.8400 -4.6869
H -0.9435 2.9539 -3.4546
H -0.3495 3.5789 -5.0702
H 1.9866 4.8264 -2.5174
H 1.0990 5.2079 -4.0533
H 0.2397 4.5914 -2.6343
H 1.7587 2.4203 -5.7000
H 2.9338 3.5695 -5.0690
H 2.9067 1.8774 -4.4771
C 1.0905 -4.6836 1.4375
N 2.4000 -4.2813 0.9945
C 2.7325 -2.9733 0.7566
N 4.0127 -2.8286 0.2584
O 1.9952 -2.0152 0.9744
H 0.3353 -4.5551 0.6447
H 0.7894 -4.1011 2.3202
H 1.1204 -5.7428 1.7120
H 3.0563 -5.0054 0.7082
H 4.2727 -1.9053 -0.0563
H 4.5492 -3.6315 -0.0287
*
```

***

Molecular formula: C5H7BrO
Method: DFT, ωB97M-V/def2-TZVPD

Results
F_max: 4.60 eV/Å
SMILES string: C[C@@H]1[C@@H](Br)[C@@H]1C=O
Electronic energy: -2843.89107 a.u.

```
! RIJCOSX wB97M-V def2-TZVPD def2/J DEFGRID3
* xyz 0 1
C -0.5157 -0.3290 1.3403
C 0.0588 0.7650 0.4040
C -0.6833 1.2819 -0.7655
Br -0.5895 3.1179 -1.3557
C 0.6125 0.4018 -0.9465
C 0.5617 -1.0393 -1.7410
O -0.3829 -1.6901 -1.9959
H -1.1265 -0.9746 0.8197
H -1.1896 0.1286 2.0279
H 0.4498 -0.8227 1.9127
H 0.5491 1.5505 0.9803
H -1.5256 0.7439 -1.0890
H 1.4134 1.0674 -1.4320
H 1.6689 -1.2384 -2.0738
*
```

***

Molecular formula: C6H9F3N2O
Method: DFT, ωB97M-V/def2-TZVPD

Results
F_max: 4.00 eV/Å
SMILES string: C[C@H]1C=NN(C)[C@@]1(O)C(F)(F)F
Electronic energy: -718.31745 a.u.

```
! RIJCOSX wB97M-V def2-TZVPD def2/J DEFGRID3
* xyz 0 1
C -0.3750 -2.3942 0.2406
C -0.7650 -1.0497 -0.3656
C -1.9801 -0.3315 0.3902
N -1.7311 0.8855 0.5716
N -0.4588 1.2299 0.4021
C -0.0131 2.5856 0.2573
C 0.2028 0.1111 -0.4507
O 0.4986 0.5597 -1.7681
C 1.6593 -0.1355 0.1586
F 2.3009 -1.0908 -0.5200
F 2.4625 0.9264 0.0785
F 1.5524 -0.4801 1.4512
H 0.1086 -2.4687 1.1644
H 0.1250 -3.1849 -0.3424
H -1.2836 -2.9605 0.4296
H -1.0651 -1.3554 -1.3536
H -2.9034 -0.8402 0.7326
H -0.6562 3.2207 0.9523
H 1.0248 2.7322 0.6632
H -0.0424 3.0751 -0.7396
H 1.3389 0.9652 -1.9521
*
```

***

Molecular formula: C19H20Cl3F2N3OS2Ti
Method: DFT, ωB97M-V/def2-TZVPD

Results
F_max: 0.79 eV/Å
Electronic energy: -4201.70787 a.u.

```
! RIJCOSX wB97M-V def2-TZVPD def2/J DEFGRID3
* xyz -2 1
Ti 0.6539 -0.2557 -0.8185
C 3.4517 3.6737 1.3653
S 2.0611 3.5739 2.5214
C 0.8185 2.6189 1.6216
S -0.5370 2.2234 2.5723
N 1.1518 2.3307 0.4081
N 0.2891 1.5473 -0.3610
C -0.9173 2.0367 -0.7952
C -1.4939 1.3604 -1.8494
C -2.7828 1.6595 -2.4004
C -3.2283 0.9766 -3.4834
C -2.4175 -0.0531 -4.0578
C -1.2290 -0.3488 -3.4486
N -0.7539 0.2929 -2.3658
H 3.8556 4.6868 1.3760
H 3.0729 3.4278 0.3738
H 4.2313 2.9620 1.6382
H -1.3773 2.8661 -0.2796
H -3.3800 2.4313 -1.9306
H -4.2038 1.1983 -3.9032
H -2.7433 -0.6164 -4.9218
H -0.6053 -1.1565 -3.8224
Cl -2.6668 -6.9587 -1.8171
C -2.1253 -5.3489 -1.3759
C -0.8851 -4.9028 -1.7935
C -0.4812 -3.6342 -1.4343
Cl 1.0772 -3.0524 -1.9452
C -1.2581 -2.7389 -0.6563
O -0.8745 -1.5704 -0.3258
C -2.5160 -3.2716 -0.2663
Cl -3.5531 -2.2589 0.6878
C -2.9457 -4.5363 -0.6111
H -0.2381 -5.5302 -2.3903
H -3.9172 -4.8801 -0.2853
F 3.4581 0.7364 -1.5962
C 2.5018 -0.1533 -2.0893
F 2.2441 0.2982 -3.3942
H 3.0634 -1.0877 -2.2532
C 4.0819 -1.3516 0.9020
C 3.0097 -0.4020 1.4327
C 3.1435 -0.2577 2.9511
C 1.6149 -0.8735 1.0178
H 5.0890 -1.0044 1.1561
H 4.0186 -1.4449 -0.1830
H 3.9472 -2.3494 1.3358
H 3.1910 0.5867 0.9974
H 2.9530 -1.2206 3.4392
H 2.4172 0.4653 3.3281
H 4.1457 0.0812 3.2426
H 0.8595 -0.3933 1.6630
H 1.5197 -1.9571 1.1913
*
```

***

Molecular formula: C11H14FNO2
Method: DFT, ωB97M-V/def2-TZVPD

Results
F_max: 3.61 eV/Å
SMILES string: CC[C@@](F)(c1ccccc1)[C@@H](N)C(=O)O
Electronic energy: -732.62561 a.u.

```
! RIJCOSX wB97M-V def2-TZVPD def2/J DEFGRID3
* xyz 0 1
C 0.5144 2.8391 -0.7812
C -0.2219 1.9523 0.2036
C -0.4740 0.4761 -0.2393
F -0.9042 0.4782 -1.5494
C 0.7596 -0.3590 -0.1950
C 1.5238 -0.3281 0.9394
C 2.6309 -1.1577 1.1456
C 2.9004 -2.1559 0.1450
C 2.1799 -2.1404 -1.0341
C 1.1230 -1.2012 -1.2025
C -1.7017 -0.1373 0.5090
N -2.9237 0.5692 0.5840
C -2.0678 -1.5482 -0.0434
O -1.2977 -2.3906 -0.2931
O -3.3714 -1.7187 -0.1052
H -0.1044 3.0242 -1.7062
H 1.6037 2.4726 -0.9121
H 0.6087 3.8337 -0.2752
H 0.4304 1.8670 1.2033
H -1.2120 2.2503 0.4969
H 1.4482 0.3277 1.8067
H 3.0596 -1.0345 2.1000
H 3.8080 -2.6717 0.3062
H 2.3507 -2.9332 -1.6805
H 0.6432 -1.2682 -2.1726
H -1.5017 -0.4628 1.5400
H -3.1619 1.0399 -0.3505
H -3.0035 1.1757 1.4660
H -3.6390 -0.7984 0.0945
*
```

***

Molecular formula: C44H110O22
Method: DFT, ωB97M-V/def2-TZVPD

Results
F_max: 2.76 eV/Å
SMILES string: COCCOC.COCCOC.COCCOC.COCCOC.COCCOC.COCCOC.COCCOC.COCCOC.COCCOC.COCCOC.COCCOC
Electronic energy: -3397.05502 a.u.

```
! RIJCOSX wB97M-V def2-TZVPD def2/J DEFGRID3
* xyz 0 1
C -3.4760 -5.0512 -0.2109
O -3.0780 -4.8199 1.1302
C -3.2560 -6.0237 1.9055
C -2.4918 -5.8267 3.2323
O -1.1328 -5.3125 3.0174
C -0.3047 -5.3524 4.1670
H -3.0147 -5.9298 -0.6617
H -3.1641 -4.1957 -0.8100
H -4.5609 -5.0935 -0.3079
H -2.7381 -6.7935 1.3333
H -4.2821 -6.3528 2.0700
H -2.4022 -6.7921 3.7302
H -3.1318 -5.2068 3.8603
H 0.3706 -6.2046 4.0919
H -0.8166 -5.2032 5.1176
H 0.3801 -4.5293 3.9627
C 2.0935 -1.8277 3.6281
O 2.4995 -2.3071 4.8762
C 3.4112 -1.3780 5.5032
C 3.8389 -1.9191 6.8298
O 4.6909 -3.0896 6.7787
C 3.9476 -4.2635 6.8268
H 2.9195 -1.3772 3.0777
H 1.2998 -1.0907 3.7505
H 1.8028 -2.6985 3.0404
H 2.9092 -0.4520 5.7837
H 4.3061 -1.1906 4.9097
H 3.0045 -2.0626 7.5163
H 4.4665 -1.2045 7.3622
H 3.1311 -4.3265 6.1075
H 3.7120 -4.5921 7.8391
H 4.6810 -4.9629 6.4257
C -3.0466 -3.2930 11.0986
O -3.7955 -4.1379 10.1947
C -4.8069 -3.5553 9.4673
C -4.2456 -2.7561 8.3264
O -3.4426 -3.4943 7.3551
C -3.0463 -2.7038 6.2377
H -2.7261 -2.3908 10.5778
H -2.3064 -3.8560 11.6673
H -3.7096 -2.8899 11.8641
H -5.3646 -2.8696 10.1052
H -5.4390 -4.3498 9.0706
H -3.6237 -1.8931 8.5642
H -5.0963 -2.4950 7.6969
H -2.0865 -2.2331 6.4502
H -3.8926 -2.0621 5.9924
H -2.8741 -3.3597 5.3843
C -7.1902 -0.7887 -1.4977
O -6.3979 -1.4590 -0.5627
C -7.0097 -1.5409 0.7072
C -6.2018 -2.5947 1.4933
O -6.8652 -2.7802 2.7459
C -6.0493 -3.5771 3.6297
H -7.4436 0.2451 -1.2628
H -8.1792 -1.2430 -1.5576
H -6.7860 -0.6362 -2.4984
H -8.0713 -1.7830 0.6590
H -6.8869 -0.6240 1.2837
H -5.2163 -2.1353 1.5700
H -6.0319 -3.5400 0.9779
H -4.9929 -3.5884 3.3613
H -6.4325 -4.5794 3.8210
H -6.0325 -3.0273 4.5707
C 1.6143 1.8840 3.0034
O 2.0308 2.7034 1.8669
C 1.2913 3.8287 1.6600
C 1.8222 4.7291 0.4816
O 2.8519 5.6082 0.9043
C 3.1785 6.4866 -0.2026
H 0.5475 1.6691 3.0665
H 2.0014 2.1138 3.9961
H 2.0250 0.8992 2.7810
H 1.2680 4.4723 2.5394
H 0.2474 3.5850 1.4625
H 0.9750 5.2828 0.0770
H 2.2270 4.1453 -0.3451
H 2.3711 7.1243 -0.5624
H 3.3624 5.9046 -1.1057
H 4.0931 7.0796 -0.2017
C 0.7590 1.3322 -1.7466
O -0.2012 0.4560 -1.0732
C -0.0534 0.4174 0.3217
C -0.8272 -0.7618 0.9154
O -0.7344 -0.8481 2.3304
C -1.3658 -2.0619 2.6942
H 1.7199 0.8769 -1.9864
H 0.9941 2.2383 -1.1882
H 0.3711 1.7657 -2.6684
H -0.5483 1.2911 0.7455
H 1.0007 0.4099 0.5990
H -0.3220 -1.6306 0.4935
H -1.8491 -0.6535 0.5518
H -1.4543 -2.0814 3.7804
H -0.8239 -2.9888 2.5062
H -2.3411 -2.2615 2.2501
C 2.4520 -2.1782 -6.2207
O 1.2691 -1.4847 -6.5324
C 0.1490 -2.0125 -5.8135
C -0.0922 -1.4558 -4.3910
O 0.9877 -1.7626 -3.5134
C 1.1866 -3.1323 -3.1870
H 3.1924 -1.4530 -6.5583
H 2.5554 -3.0139 -6.9128
H 2.6591 -2.4003 -5.1738
H 0.1778 -3.1021 -5.8062
H -0.7097 -1.8786 -6.4714
H -1.0602 -1.7840 -4.0125
H -0.1728 -0.3758 -4.5143
H 2.0585 -3.3831 -2.5829
H 1.3227 -3.7682 -4.0617
H 0.3610 -3.5472 -2.6088
C -2.4408 5.7963 0.1973
O -2.4870 4.3677 0.1541
C -2.0925 3.8053 -1.0917
C -2.9718 2.5615 -1.3495
O -4.3842 2.8566 -1.5109
C -5.1109 1.6947 -1.8425
H -2.8153 6.1847 -0.7498
H -1.3980 6.1134 0.2100
H -3.0059 6.2180 1.0284
H -1.0429 3.5159 -1.0403
H -2.3290 4.5133 -1.8860
H -2.8035 1.8820 -0.5140
H -2.5483 2.1587 -2.2695
H -6.1996 1.7374 -1.8739
H -4.8562 1.0778 -0.9808
H -4.7610 1.2491 -2.7737
C -0.4198 8.6254 -5.2160
O -0.5531 8.6679 -3.8040
C 0.3383 7.7505 -3.2527
C -0.2626 6.3444 -3.0385
O 0.4805 5.1760 -2.6514
C 1.2675 4.6567 -3.6596
H 0.5598 9.0603 -5.4145
H -1.0866 9.3819 -5.6298
H -0.5669 7.6659 -5.7118
H 0.6249 8.2398 -2.3218
H 1.2634 7.7387 -3.8290
H -0.9877 6.0835 -3.8093
H -0.9127 6.5118 -2.1797
H 1.9710 3.8682 -3.3924
H 1.8330 5.4722 -4.1106
H 0.6731 4.1546 -4.4228
C 4.5848 0.9174 -9.0154
O 3.9457 2.1261 -8.8289
C 4.4434 2.8594 -7.6978
C 4.1121 2.2724 -6.3189
O 2.6982 2.1669 -6.1239
C 2.2624 1.3243 -5.0360
H 4.1958 0.6031 -9.9839
H 4.3425 0.2341 -8.2015
H 5.6681 0.9848 -9.1156
H 4.1101 3.8924 -7.7980
H 5.5206 2.8421 -7.8630
H 4.6152 2.8646 -5.5545
H 4.6214 1.3132 -6.2260
H 2.8264 1.5739 -4.1373
H 2.2979 0.2628 -5.2809
H 1.1965 1.5084 -4.9016
C 7.2969 -2.5107 -3.3745
O 6.2918 -1.9169 -4.2350
C 5.2245 -1.2364 -3.6286
C 5.5011 0.0087 -2.9005
O 4.4662 0.3937 -1.9897
C 4.8835 1.3096 -1.0095
H 6.7817 -3.0687 -2.5926
H 8.0017 -1.8439 -2.8777
H 7.8441 -3.2015 -4.0159
H 4.6893 -1.9350 -2.9855
H 4.5056 -0.9510 -4.3966
H 5.6331 0.7856 -3.6535
H 6.4755 -0.1418 -2.4359
H 5.7683 0.9384 -0.4924
H 4.1352 1.3307 -0.2173
H 5.1925 2.3018 -1.3384
*
```

***

Molecular formula: C4H11NO3
Method: DFT, ωB97M-V/def2-TZVPD

Results
F_max: 6.13 eV/Å
Electronic energy: -439.18342 a.u.

```
! RIJCOSX wB97M-V def2-TZVPD def2/J DEFGRID3
* xyz 0 1
O -0.9668 -1.2807 -0.8301
C -0.1440 -2.1181 -0.0569
N 0.2420 -1.6239 1.3007
C -1.1887 2.3529 0.8187
C -0.0208 1.7276 0.7433
C 0.6744 1.4637 -0.5547
O 0.4431 1.1921 1.8149
H 0.8233 -2.2414 -0.4851
H -0.7570 -3.0223 0.0688
H -1.5772 2.5338 1.8653
H -1.4343 2.9084 -0.0961
H 0.1720 -0.6419 1.3772
H -0.0628 1.6560 -1.3360
H 1.0180 0.4274 -0.7003
H 1.4836 2.1704 -0.5650
H 0.0068 -2.2398 2.0652
H -0.4614 -0.9713 -1.6370
H 0.9043 -1.3346 -3.3648
O 0.8069 -0.9656 -2.4848
*
```

***

Molecular formula: C7H23N7O4
Method: DFT, ωB97M-V/def2-TZVPD

Results
F_max: 6.63 eV/Å
Electronic energy: -964.47085 a.u.
Expectation value of S²: 0.77

```
! RIJCOSX wB97M-V def2-TZVPD def2/J DEFGRID3
* xyz 1 2
C -2.4852 0.8907 -1.9045
O -1.5665 0.8505 -1.1502
N -2.3913 0.2137 -3.0154
N -3.5085 1.6045 -1.7819
H -1.4720 -0.0782 -3.3148
H -3.2219 -0.0557 -3.5230
H -4.2752 1.4990 -2.4309
H -3.5727 2.3146 -1.0664
C 0.5035 -1.8130 0.1984
O 1.0014 -2.8259 0.6521
N 0.7133 -0.6644 0.7259
N -0.3881 -1.7035 -0.6926
H 0.2642 0.1749 0.3880
H 1.2912 -0.5045 1.5386
H -0.7311 -0.7569 -0.7726
H -0.6701 -2.4901 -1.2598
C -1.0061 -4.9489 -1.9063
O -1.0760 -4.0486 -2.6658
N -1.2394 -6.2453 -2.1727
N -0.5086 -4.9511 -0.6729
H -1.6400 -6.4715 -3.0718
H -0.8622 -6.9837 -1.5959
H 0.0229 -4.1735 -0.3084
H -0.6624 -5.8168 -0.1760
C -0.2235 2.9851 1.8205
C 1.1364 3.4911 1.7232
C 1.9841 2.4402 1.0460
O 2.3718 1.2758 1.8951
C 3.3234 1.3447 3.0034
N 1.2482 4.7257 0.8744
H -0.9278 3.5518 2.4294
H -0.3211 1.9955 2.2668
H -0.6857 2.9807 0.8333
H 1.4688 3.6393 2.7507
H 2.9175 2.8545 0.6648
H 1.5365 1.9897 0.1601
H 3.6864 0.3383 3.2119
H 2.8748 1.7347 3.9171
H 4.1097 2.0374 2.7035
H 0.7984 4.5388 -0.0104
H 2.1830 5.0602 0.6892
*
```

***

Molecular formula: C2H3ClF2O
Method: DFT, ωB97M-V/def2-TZVPD

Results
F_max: 1.94 eV/Å
SMILES string: COC(F)(F)Cl
Electronic energy: -813.15425 a.u.

```
! RIJCOSX wB97M-V def2-TZVPD def2/J DEFGRID3
* xyz 0 1
C -1.1264 -0.5280 0.4363
O -0.1985 -0.0908 -0.6346
C 0.9640 0.5266 -0.4565
F 0.9949 1.5503 0.4643
F 1.2663 1.0771 -1.6640
Cl 2.2747 -0.6117 0.0098
H -1.1537 -1.5721 0.2451
H -2.1011 -0.1936 0.0974
H -0.9202 -0.1577 1.5021
*
```